# C4H10N2O2

A cluster of 2 separate species, C4H10N2O2 in total (ωB97M-V with the def2-TZVPD basis set, the Open Molecules 2025 dataset).

Geometry as XYZ:
```
18
Properties=species:S:1:pos:R:3:forces:R:3
C -1.0853 -0.5280 2.7207 -0.0759 -0.0758 0.0227
C -0.3156 -1.0807 1.7897 0.2556 0.0381 -0.1552
C -0.8480 -1.8886 0.6441 0.0435 0.0631 0.2577
N 1.0846 -1.0114 1.8375 -0.0456 0.0820 -0.0252
H -0.6465 0.0527 3.5183 -0.0499 0.0709 0.1107
H -2.1522 -0.6718 2.7115 -0.1207 0.0174 0.0289
H -0.4723 -2.9104 0.7168 -0.0570 -0.0286 -0.0732
H -0.5028 -1.4744 -0.3072 -0.0498 -0.0137 -0.0146
H -1.9356 -1.8900 0.6748 0.0157 -0.0690 -0.1434
H 1.5132 -0.8167 0.9426 -0.0058 -0.0565 -0.0213
H 1.4026 -0.3385 2.5201 0.0934 -0.0023 -0.0133
N -0.8322 0.7912 -2.1943 0.0323 -0.0677 0.1452
C 0.2996 1.2084 -1.5143 0.0242 -0.1706 -0.1602
O 0.3032 1.9367 -0.5688 0.0150 0.0562 0.1624
O 1.4584 0.7156 -2.0406 -0.1001 0.1571 -0.0470
H -1.6771 1.0073 -1.6866 -0.0150 0.0380 -0.0566
H -0.8107 -0.1556 -2.5454 -0.0166 0.0962 -0.0458
H 1.3242 0.5315 -2.9784 0.0565 -0.1348 0.0282
```
Positions in Å, forces in eV/Å.

Computed properties:
Total charge = 0
E = -11385.634 eV
LUMO energy = 0.379 eV
HOMO energy = -8.22 eV

# C4H10N2O2

The molecule C4H10N2O2 at a distorted geometry (ωB97M-V with the def2-TZVPD basis set, the Open Molecules 2025 dataset).

Geometry as XYZ:
```
18
Properties=species:S:1:pos:R:3:forces:R:3
C -0.5528 -1.9709 -0.5902 0.7657 3.0971 1.7402
C -1.0401 -0.4995 -0.6610 4.2119 1.4100 1.3968
N 0.3806 0.5553 -0.2717 -1.9923 -5.9580 -0.9568
C 0.7811 0.1107 1.0626 -3.2289 1.4880 1.3253
C 0.1909 1.8682 -0.5663 -0.5541 5.1115 0.4834
N -1.9009 0.0985 0.3541 -0.3064 0.1979 -0.4278
O -1.9338 -0.4186 1.4462 -0.3029 -0.4807 0.6271
O -2.3967 1.1885 0.0831 -0.2708 -0.5445 -0.1471
H -1.0978 -2.5311 -1.2268 -2.0697 -1.9572 -2.0396
H -0.6056 -2.3831 0.4080 -0.0508 -0.0172 0.1246
H 0.4634 -1.9817 -0.9655 0.2621 0.1247 0.1223
H -1.2523 -0.1222 -1.6195 -0.6742 0.2870 -0.9950
H 1.7665 0.2143 1.3539 2.5546 0.2307 -0.4438
H 0.2867 0.7748 1.8939 0.1963 -1.2889 -1.2320
H 0.4798 -0.9413 1.1985 0.3130 0.8203 0.1336
H -0.7187 2.4389 -0.0911 1.4438 -1.1192 0.1063
H 1.1386 2.3329 -0.1454 -1.1018 0.1290 -0.6416
H 0.0183 2.2646 -1.6247 0.8044 -1.5302 0.8239
```
Positions in Å, forces in eV/Å.

Computed properties:
Total charge = 0
E = -11379.992 eV
LUMO energy = 0.309 eV
HOMO energy = -8.91 eV

# C4H10N2O2

The molecule C4H10N2O2 at a distorted geometry (ωB97M-V with the def2-TZVPD basis set, the Open Molecules 2025 dataset).

Geometry as XYZ:
```
18
Properties=species:S:1:pos:R:3:forces:R:3
N -1.7148 -1.4580 -1.6892 0.1192 0.3224 -0.7130
C -1.7620 -0.1546 -1.0261 0.0659 -0.2477 1.3345
C -0.4421 0.6250 -0.9779 -0.0989 -0.1973 -0.5117
C 0.6535 -0.0614 -0.1589 -0.2190 -1.0934 0.2879
N 1.9953 0.3037 -0.5462 0.2932 0.5618 0.3936
C 0.4022 0.1360 1.3372 -0.3098 0.6029 -0.3937
O -0.4834 -0.4096 1.9332 -0.0092 -0.2339 -0.0295
O 1.1413 1.0750 1.9208 0.3064 0.2889 0.8379
H -1.8742 -1.3572 -2.6862 -0.1119 0.0525 -0.0022
H -0.7732 -1.8308 -1.6335 -0.0800 -0.1814 0.1963
H -2.5562 0.4905 -1.4026 0.0535 -0.2237 -0.3644
H -2.0389 -0.3683 0.0121 -0.0510 0.1897 -0.0304
H -0.0548 0.6485 -2.0086 -0.0921 0.4953 0.1773
H -0.6502 1.6207 -0.5769 0.2125 0.1110 -0.2891
H 0.4955 -1.1389 -0.2703 0.2002 -0.0471 -0.1598
H 2.0820 0.9728 -1.2935 -0.1413 -0.1321 -0.1291
H 2.6478 -0.4552 -0.6419 -0.0603 -0.0563 -0.0884
H 1.9135 1.3155 1.3901 -0.0773 -0.2118 -0.5162
```
Positions in Å, forces in eV/Å.

Computed properties:
Total charge = 0
E = -11385.570 eV
LUMO energy = 0.680 eV
HOMO energy = -9.51 eV

# C4H10N2O2

The molecule C4H10N2O2 (ωB97M-V with the def2-TZVPD basis set, the Open Molecules 2025 dataset).

Geometry as XYZ:
```
18
Properties=species:S:1:pos:R:3:forces:R:3
C 1.9494 -0.9763 -0.0045 0.0623 0.2322 -0.3181
C 1.5445 0.4420 -0.4532 0.3190 -0.0850 0.1523
C 0.6642 1.1676 0.5540 0.0508 0.0103 -0.0390
N -0.6928 0.6334 0.7114 0.1336 0.1474 -0.1249
N -1.1958 -0.0829 -0.3964 -0.3011 -0.1762 0.3091
C -2.5793 0.1767 -0.6045 -0.0675 0.7349 -0.4901
O -3.0018 1.1799 -1.1062 0.2460 -0.5879 0.5490
O -3.4239 -0.8118 -0.2172 -0.0537 -0.1181 -0.2314
H 3.0063 -1.1532 -0.2129 -0.0647 -0.0601 0.0429
H 1.3969 -1.7404 -0.5538 -0.0800 -0.0658 0.1661
H 1.7988 -1.1127 1.0677 -0.0315 -0.0773 -0.0048
H 2.4443 1.0516 -0.5782 -0.0627 -0.0177 0.0138
H 1.0613 0.4057 -1.4286 -0.0435 0.0842 0.0262
H 1.1475 1.0875 1.5331 -0.0883 0.1108 0.0091
H 0.6176 2.2336 0.3139 -0.1056 -0.0766 -0.1236
H -0.8113 0.1296 1.5778 0.0317 -0.1464 -0.0728
H -0.9821 -1.0766 -0.3685 0.0436 0.0349 0.0747
H -2.9438 -1.5536 0.1659 0.0117 0.0564 0.0613
```
Positions in Å, forces in eV/Å.

Computed properties:
Total charge = 0
E = -11384.325 eV
LUMO energy = 0.276 eV
HOMO energy = -9.52 eV

# C4H10N2O2

The molecule C4H10N2O2 at a distorted geometry (ωB97M-V with the def2-TZVPD basis set, the Open Molecules 2025 dataset).

Geometry as XYZ:
```
18
Properties=species:S:1:pos:R:3:forces:R:3
N 1.0900 -1.2819 1.7536 0.0182 -0.7537 0.7254
C -0.1023 -0.7084 1.1961 -1.5935 0.8459 -0.8230
C 0.0484 -0.4007 -0.3289 0.4874 -0.3709 0.5212
C 1.2313 0.4773 -0.6822 -0.1495 1.9454 0.3278
O 1.4298 0.6769 -2.0706 0.6157 -0.8635 -0.4313
N -1.2703 0.0505 -0.8169 1.1393 -0.8244 0.3512
C -1.7414 1.3137 -0.6090 -0.0560 0.8321 -1.2619
O -1.0793 2.2564 -0.2309 0.0696 -0.2905 0.4701
H 1.5388 -0.8029 2.5245 -0.2480 0.4392 -0.2426
H 0.8355 -2.1882 2.1280 0.3393 -0.0513 -0.0680
H -0.6004 0.1783 1.6561 1.2859 0.0054 0.0836
H -0.9876 -1.3716 1.3133 0.6897 -0.3371 -0.3350
H 0.3299 -1.3164 -0.8669 -0.6829 -0.2309 0.1581
H 1.0704 1.4923 -0.2991 0.1865 -0.3563 0.5790
H 2.1689 0.0690 -0.2797 -0.4954 -0.0866 -0.0967
H 0.6034 0.7880 -2.5332 -0.4960 0.1273 0.0463
H -1.8448 -0.7800 -0.7811 -0.8826 0.6898 -0.4685
H -2.7203 1.5479 -1.0731 -0.2276 -0.7198 0.4642
```
Positions in Å, forces in eV/Å.

Computed properties:
Total charge = 0
E = -11384.620 eV
LUMO energy = 0.684 eV
HOMO energy = -9.59 eV

# C4H10N2O2

A cluster of 2 separate species, C4H10N2O2 in total at a distorted geometry (ωB97M-V with the def2-TZVPD basis set, the Open Molecules 2025 dataset).

Geometry as XYZ:
```
18
Properties=species:S:1:pos:R:3:forces:R:3
C 0.7819 -0.5594 0.1747 1.8745 -0.6075 2.5006
N 2.0520 -0.7154 -0.3603 -2.1595 0.1972 0.5172
C 2.7970 0.4212 -0.2611 0.7666 0.7906 -0.4401
O 2.4563 1.5319 0.1162 0.0147 -0.3755 -0.1723
C -0.2951 -0.4888 -1.0991 -2.2874 0.2236 -2.6871
N -1.5387 -0.4927 -0.5560 1.8301 -0.5484 -0.6175
C -2.3239 0.6409 -0.6745 -3.0246 0.8482 1.6968
O -3.2235 0.7944 0.4757 0.6269 -0.7672 -0.7111
H 1.7939 -0.6747 3.4792 0.3488 -0.0256 0.5463
H 0.5541 0.3119 0.8016 0.3930 0.3452 -0.5731
H 0.4708 -1.3916 0.8116 -0.3077 -0.4992 -0.9662
H 3.8258 0.2137 -0.6064 0.0394 0.2362 0.2171
H -0.0426 -1.3283 -1.7496 0.0615 -0.8414 1.0715
H -0.0668 0.3472 -1.7642 0.2291 0.6879 0.6003
H 1.4027 -0.6496 2.8699 -0.3264 0.0294 -0.4960
H -1.9554 1.6553 -0.7091 1.0873 0.0936 -0.6419
H -3.0560 0.4628 -1.5047 0.9439 0.0153 -0.1833
H -3.6325 -0.0788 0.5562 -0.1102 0.1976 0.3388
```
Positions in Å, forces in eV/Å.

Computed properties:
Total charge = 0
E = -11379.174 eV
LUMO energy = -3.156 eV
HOMO energy = -9.04 eV

# C4H10N2O2

A structure of composition C4H10N2O2 at a distorted geometry (ωB97M-V with the def2-TZVPD basis set, the Open Molecules 2025 dataset).

Geometry as XYZ:
```
18
Properties=species:S:1:pos:R:3:forces:R:3
C -1.2174 -0.3379 2.2690 -1.8666 1.3043 2.7846
C 0.5798 0.3384 -0.1831 0.2470 -1.5439 -3.5958
C 0.4335 -1.0316 -1.0323 -0.1701 -3.1774 7.3820
C 1.5259 1.2983 -0.8265 0.4758 2.3143 -2.4896
H -0.8718 0.7288 2.8744 -0.1012 -3.6822 -0.7980
H -2.2823 -0.6644 2.8140 2.5532 1.0553 -1.7962
H -0.6555 -1.3226 2.2428 0.1291 1.7605 0.5150
H -2.1248 0.8256 0.9389 -1.0503 0.9261 0.0542
H 0.7195 -2.0713 -0.3772 -0.2007 2.9258 -0.4828
H 1.0356 -1.2103 -1.7651 4.6890 0.2796 -3.4974
H -1.4408 -1.5963 -0.7230 2.8306 1.3644 -4.5270
H 2.5810 2.0047 0.3605 -2.3832 -1.9605 -3.4369
H 0.6678 2.4495 -1.4102 2.9097 -3.3380 1.9631
H 1.3183 0.4423 -2.9232 3.3575 0.6384 4.4271
N -1.4017 0.1611 0.9242 0.1755 -2.0671 -0.8829
N -0.2694 0.9021 0.5076 -1.5083 0.8890 2.0935
O -0.6853 -1.3752 -1.6592 -7.7018 -0.7591 3.9130
O 2.0877 0.4589 -2.0316 -2.3851 3.0705 -1.6259
```
Positions in Å, forces in eV/Å.

Computed properties:
Total charge = 0
E = -11373.598 eV
LUMO energy = 0.033 eV
HOMO energy = -8.78 eV

# C4H10N2O2

A cluster of 2 separate species, C4H10N2O2 in total at a distorted geometry (ωB97M-V with the def2-TZVPD basis set, the Open Molecules 2025 dataset).

Geometry as XYZ:
```
18
Properties=species:S:1:pos:R:3:forces:R:3
C 0.0907 -2.8143 -2.3622 -0.0315 0.1116 1.2955
C -0.3612 -1.7398 -1.3890 -0.5164 -0.5400 -0.1321
N -0.4415 -2.1021 -0.0573 -0.3485 0.1947 -0.0286
O -0.7245 -0.6457 -1.7638 0.3075 0.1338 0.1346
H -0.4513 -3.7382 -2.1676 0.1754 -0.1464 0.0876
H 1.1633 -2.9740 -2.3090 0.0698 -0.0944 -0.0204
H -0.2028 -2.4521 -3.3037 -0.0737 0.3275 -1.3674
H -1.1241 -1.5307 0.4227 0.1756 0.0288 0.1534
H -0.5490 -3.0799 0.1613 0.2208 -0.0600 -0.1126
C 0.2803 2.8465 2.3862 -0.2829 0.2753 0.5856
C 0.5634 2.5939 0.9370 -1.2080 -0.4768 -0.4719
N 0.1835 1.3715 0.4630 0.5525 0.5458 0.2259
O 0.9201 3.4471 0.1497 0.5461 0.2902 0.3833
H -0.0756 2.0039 2.9745 -0.2085 -0.2217 -0.3268
H -0.4333 3.6660 2.4580 -0.2483 -0.1122 -0.1628
H 1.1193 3.2171 2.9280 1.0275 0.2836 0.0906
H 0.2584 1.2989 -0.5285 -0.1796 -0.5019 -0.5016
H -0.2156 0.6320 1.0005 0.0220 -0.0378 0.1678
```
Positions in Å, forces in eV/Å.

Computed properties:
Total charge = 0
E = -11386.285 eV
LUMO energy = 0.552 eV
HOMO energy = -9.55 eV